# 1
This record from the Open Molecules 2025 dataset describes a structure of composition C39H43FIrN8O5P in a non-equilibrium geometry. The level of theory is ωB97M-V/def2-TZVPD.

Calculated values
Energy relative to the best compared isomer or geometry (same formula, charge and spin) (eV): 3.9028
Highest occupied orbital energy (alpha / beta) (eV): -14.96 / -14.95
Net charge: +3
Molar mass (g mol⁻¹): 946.0
F_max (eV/Å): 2.26
Orbital gap (alpha / beta) (eV): 6.8482 / 6.7332
Multiplicity: 2

CARTESIAN COORDINATES (ANGSTROEM)
Ir (-1.910, -0.237, 1.371)
O (-4.000, 0.697, 4.634)
C (-3.771, -0.283, 3.986)
O (-3.575, -0.413, 2.689)
C (-3.688, -1.618, 4.702)
C (-4.458, -1.874, 5.825)
C (-4.285, -3.075, 6.497)
C (-3.334, -3.995, 6.062)
C (-2.572, -3.736, 4.938)
C (-2.772, -2.541, 4.239)
P (-1.759, -2.325, 2.764)
C (-2.279, -3.662, 1.685)
C (-1.475, -4.716, 1.257)
C (-1.981, -5.629, 0.341)
C (-3.276, -5.500, -0.138)
C (-4.092, -4.466, 0.316)
C (-3.590, -3.539, 1.211)
C (-0.092, -2.427, 3.391)
C (0.142, -1.851, 4.644)
C (1.423, -1.833, 5.166)
C (2.481, -2.335, 4.423)
C (2.261, -2.860, 3.155)
C (0.985, -2.891, 2.625)
H (-5.164, -1.137, 6.182)
H (-4.879, -3.281, 7.377)
H (-3.178, -4.917, 6.606)
H (-1.822, -4.441, 4.599)
H (-0.479, -4.857, 1.653)
H (-1.357, -6.447, 0.005)
H (-3.654, -6.205, -0.866)
H (-5.112, -4.385, -0.033)
H (-4.204, -2.711, 1.551)
H (-0.671, -1.412, 5.205)
H (1.591, -1.417, 6.149)
H (3.485, -2.295, 4.824)
H (3.091, -3.236, 2.571)
H (0.828, -3.282, 1.629)
C (5.578, 2.422, 0.818)
C (4.411, 3.401, 0.819)
N (3.139, 2.710, 0.532)
C (2.472, 2.169, 1.551)
C (1.298, 1.472, 1.433)
C (0.760, 0.835, 2.676)
O (1.487, 0.742, 3.633)
O (-0.475, 0.414, 2.636)
C (0.697, 1.312, 0.175)
O (-0.417, 0.752, -0.051)
C (1.486, 1.803, -0.952)
C (1.043, 1.570, -2.260)
C (1.791, 1.970, -3.328)
F (1.299, 1.738, -4.561)
C (3.023, 2.638, -3.176)
C (3.438, 2.890, -1.882)
C (2.698, 2.488, -0.763)
N (3.847, 3.010, -4.257)
C (3.706, 2.350, -5.549)
C (5.014, 2.450, -6.320)
N (5.369, 3.895, -6.516)
C (5.508, 4.555, -5.178)
C (4.199, 4.415, -4.417)
H (6.512, 2.961, 0.970)
H (5.634, 1.871, -0.122)
H (5.467, 1.701, 1.628)
H (4.559, 4.191, 0.089)
H (4.317, 3.871, 1.796)
H (2.902, 2.284, 2.539)
H (0.096, 1.076, -2.420)
H (4.385, 3.393, -1.751)
H (2.896, 2.782, -6.153)
H (3.491, 1.295, -5.402)
H (4.916, 1.961, -7.287)
H (5.827, 1.987, -5.763)
H (4.631, 4.359, -7.054)
H (6.234, 3.984, -7.053)
H (5.759, 5.607, -5.306)
H (6.319, 4.055, -4.651)
H (3.409, 4.953, -4.967)
H (4.300, 4.892, -3.445)
C (-5.076, 0.915, -3.097)
N (-4.640, 1.172, -1.724)
C (-5.101, 2.406, -1.088)
C (-3.862, 0.315, -1.058)
N (-3.502, 0.461, 0.187)
N (-3.433, -0.784, -1.777)
C (-2.393, -1.626, -1.486)
N (-2.076, -2.490, -2.470)
N (-1.760, -1.579, -0.366)
H (-5.633, 1.776, -3.451)
H (-5.738, 0.048, -3.158)
H (-4.220, 0.782, -3.761)
H (-5.242, 3.163, -1.854)
H (-4.359, 2.783, -0.387)
H (-6.049, 2.265, -0.566)
H (-3.933, 1.234, 0.674)
H (-3.968, -1.000, -2.601)
H (-2.596, -2.568, -3.326)
H (-1.333, -3.153, -2.330)
H (-0.972, -2.211, -0.310)

Atom charges from the Mulliken analysis, given in e for atoms 1 to 5: atom 1 (Ir): 3.3140, atom 2 (O): -0.6058, atom 3 (C): 0.0941, atom 4 (O): -0.4845, atom 5 (C): 1.1474

# 2
This record from the Open Molecules 2025 dataset describes a cluster of 2 separate species, C2HN4O6 in total in a non-equilibrium geometry. The level of theory is ωB97M-V/def2-TZVPD.

Calculated values
Energy relative to the best compared isomer or geometry (same formula, charge and spin) (eV): 0.8558
Highest occupied orbital energy (eV): -13.22
Net charge: +1
Molar mass (g mol⁻¹): 177.1
F_max (eV/Å): 7.30
Orbital gap (eV): 5.8354

CARTESIAN COORDINATES (ANGSTROEM)
C (-0.191, 0.687, 0.519)
C (0.180, 2.119, 1.283)
N (-0.889, 0.552, -0.617)
N (0.980, 2.942, 1.442)
N (0.308, -0.466, 1.092)
N (1.701, -2.178, 3.605)
O (1.577, 3.869, 1.753)
O (1.059, -0.474, 2.068)
O (0.088, -1.544, 0.560)
O (2.453, -1.580, 4.150)
O (1.069, -2.974, 3.108)
O (-1.162, 1.496, -1.317)
H (-0.914, -0.375, -1.005)

Atom charges from the Mulliken analysis, given in e for atoms 1 to 5: atom 1 (C): 0.2926, atom 2 (C): -0.1876, atom 3 (N): 0.3618, atom 4 (N): 0.6517, atom 5 (N): 0.9796

Among the records above, which one has the highest F_max? C2HN4O6

The highest molar mass belongs to which entry? C39H43FIrN8O5P